[1]
The following is a quantum chemistry calculation of 2 unconnected molecules or ions with the total composition C17H20N2O, from OMol25.

Positions of all 40 atoms, in Å:
C  7.656  1.356  0.007
C  6.315  1.057  -0.476
H  5.779  2.101  -0.595
H  6.207  0.533  -1.470
C  5.502  0.008  0.416
C  3.975  -0.229  0.362
C  3.260  0.116  -0.670
C  1.996  -0.063  -1.142
C  1.278  -0.785  -0.149
C  2.054  -1.266  1.080
C  3.280  -0.683  1.287
H  3.751  -1.104  2.061
H  1.506  -1.983  1.715
C  -0.074  -1.116  -0.147
O  -0.574  -2.237  0.166
N  -0.939  -0.367  -0.758
H  -0.462  0.330  -1.273
N  -2.247  -0.675  -1.072
C  -3.092  0.200  -0.529
C  -2.982  1.398  0.195
C  -4.037  2.056  0.564
C  -5.386  1.632  0.849
C  -5.533  0.393  0.211
C  -4.550  -0.381  -0.244
H  -4.671  -1.241  -1.077
C  -6.827  -0.271  0.204
H  -7.180  -0.677  1.247
H  -7.595  0.573  -0.228
H  -7.053  -1.260  -0.233
H  -6.037  2.060  1.217
H  -3.783  3.144  1.031
H  -1.988  1.742  -0.061
H  -2.316  -1.589  -1.095
H  1.509  0.080  -1.962
H  3.823  0.736  -1.604
H  5.587  0.878  1.582
H  6.055  -0.750  0.480
H  8.086  2.001  -0.559
H  7.626  1.917  0.895
H  8.055  0.559  0.106

Properties
- Spin multiplicity: 1
- Frontier orbital gap: 8.13 eV
- Total charge: 0
- Relative energy (zero: lowest compared OMol25 entry of this formula, charge and spin): 1437.9 kJ/mol
- Total energy: -844.05477 a.u.


[2]
The following is a quantum chemistry calculation of C17H20N2O4S2 in the gas phase, from OMol25.

Positions of all 45 atoms, in Å:
C  -6.286  0.248  0.084
C  -4.793  0.244  -0.028
C  -4.009  -0.373  0.941
C  -2.629  -0.393  0.825
C  -2.034  0.207  -0.267
C  -2.793  0.824  -1.244
C  -4.169  0.840  -1.122
H  -4.771  1.318  -1.880
H  -2.290  1.274  -2.084
S  -0.258  0.230  -0.435
O  0.100  -0.121  -1.775
O  0.323  -0.514  0.649
N  0.005  1.897  -0.261
C  1.202  2.403  -0.895
N  2.249  2.382  0.104
S  3.652  1.525  -0.231
O  4.023  1.907  -1.561
O  4.544  1.822  0.852
C  3.251  -0.210  -0.196
C  2.854  -0.837  -1.360
C  2.489  -2.170  -1.315
C  2.516  -2.873  -0.116
C  2.951  -2.227  1.036
C  3.321  -0.896  1.001
H  3.682  -0.384  1.879
H  2.991  -2.770  1.970
C  2.066  -4.300  -0.063
H  2.234  -4.798  -1.014
H  0.998  -4.334  0.152
H  2.586  -4.845  0.722
H  2.165  -2.663  -2.219
H  2.844  -0.282  -2.283
C  1.643  2.201  1.412
H  1.897  1.217  1.816
H  1.995  2.977  2.094
C  0.135  2.290  1.130
H  -0.229  3.315  1.235
H  -0.452  1.620  1.755
H  1.020  3.440  -1.210
H  1.462  1.799  -1.764
H  -2.004  -0.871  1.562
H  -4.482  -0.841  1.792
H  -6.700  1.179  -0.293
H  -6.702  -0.567  -0.509
H  -6.601  0.110  1.115

Properties
- Spin multiplicity: 1
- Frontier orbital gap: 9.58 eV
- Total charge: 0
- Relative energy (zero: lowest compared OMol25 entry of this formula, charge and spin): 158.3 kJ/mol
- Total energy: -1866.62860 a.u.
- Structure (SMILES): Cc1ccc(S(=O)(=O)N2CCN(S(=O)(=O)c3ccc(C)cc3)C2)cc1


[3]
The following is a quantum chemistry calculation of C17H20N2O6S in the gas phase, from OMol25.

Positions of all 46 atoms, in Å:
C  1.348  2.903  2.313
C  1.240  1.460  1.847
H  1.259  0.767  2.691
H  0.322  1.315  1.270
O  2.368  1.100  1.034
C  2.309  1.414  -0.264
O  1.337  1.870  -0.807
C  3.644  1.217  -0.995
N  3.498  1.138  -2.428
H  2.903  1.892  -2.753
H  3.042  0.267  -2.693
C  4.504  0.077  -0.445
H  5.542  0.251  -0.731
H  4.438  0.033  0.641
S  4.208  -1.575  -1.144
C  2.610  -2.147  -0.465
C  1.395  -1.419  -1.010
O  1.235  -1.015  -2.127
N  0.466  -1.360  0.020
C  0.981  -1.760  1.246
O  0.377  -1.760  2.283
C  2.432  -2.143  1.041
H  3.052  -1.388  1.528
H  2.646  -3.101  1.515
C  -0.888  -0.971  -0.167
C  -1.891  -1.714  0.449
C  -3.214  -1.361  0.270
C  -3.543  -0.272  -0.532
C  -2.532  0.460  -1.148
C  -1.206  0.118  -0.970
H  -0.429  0.695  -1.443
H  -2.804  1.303  -1.765
C  -4.951  0.140  -0.756
O  -5.284  1.096  -1.414
O  -5.829  -0.671  -0.146
C  -7.197  -0.339  -0.320
H  -7.765  -1.100  0.209
H  -7.455  -0.334  -1.381
H  -7.403  0.651  0.094
H  -3.995  -1.931  0.746
H  -1.635  -2.558  1.069
H  2.563  -3.164  -0.870
H  4.191  2.151  -0.774
H  0.517  3.130  2.973
H  1.314  3.575  1.459
H  2.281  3.058  2.849

Properties
- Spin multiplicity: 1
- Frontier orbital gap: 9.54 eV
- Total charge: 0
- Relative energy (zero: lowest compared OMol25 entry of this formula, charge and spin): 0.0 kJ/mol
- Total energy: -1619.02440 a.u.
- Structure (SMILES): CCOC(=O)[C@H](N)CS[C@H]1CC(=O)N(c2ccc(C(=O)OC)cc2)C1=O


[4]
The following is a quantum chemistry calculation of a molecular structure, C17H20N4O3S2, from OMol25.

Positions of all 46 atoms, in Å:
O  -3.537  -2.619  -1.435
C  -3.616  -2.239  -0.397
N  -2.640  -1.867  0.497
C  -1.364  -1.948  0.319
C  -0.780  -2.446  -1.009
C  0.517  -2.292  -0.913
C  1.242  -1.922  0.280
C  0.715  -1.423  1.189
C  -0.691  -1.477  1.333
H  -1.078  -1.276  2.349
H  1.303  -0.938  2.152
S  3.007  -1.610  -0.102
O  3.546  -2.281  -1.433
O  3.711  -2.298  1.159
N  3.331  -0.073  0.115
C  2.880  0.693  -0.784
C  2.931  2.040  -0.474
C  4.213  2.597  0.096
C  4.759  1.862  1.119
C  4.630  0.344  0.851
H  4.833  -0.384  1.469
H  5.299  0.245  0.104
H  3.935  1.988  2.055
H  5.584  2.074  1.721
H  4.198  3.863  0.095
H  5.083  2.599  -0.786
H  2.143  2.152  0.241
H  2.652  2.955  -1.432
H  1.889  0.331  -1.118
H  3.692  0.533  -1.667
H  1.086  -2.365  -1.930
H  -1.443  -2.614  -1.814
H  -3.090  -1.619  1.458
C  -5.203  -2.228  0.152
H  -5.471  -3.070  0.733
H  -5.836  -1.774  -0.616
S  -5.378  -0.721  1.179
C  -4.765  0.597  0.648
N  -4.848  1.838  0.916
C  -4.449  2.900  0.259
C  -3.685  2.470  -0.925
C  -3.883  1.302  -1.281
N  -4.339  0.205  -0.760
H  -3.371  0.792  -2.444
H  -3.468  3.410  -1.752
H  -4.242  3.696  0.585

Properties
- Spin multiplicity: 1
- Frontier orbital gap: 8.14 eV
- Total charge: 0
- Relative energy (zero: lowest compared OMol25 entry of this formula, charge and spin): 1719.3 kJ/mol
- Total energy: -1900.27712 a.u.


[5]
The following is a quantum chemistry calculation of a molecular structure, C17H20N5O3PtSSe, from OMol25.

Positions of all 48 atoms, in Å:
Pt  -0.142  -0.174  -0.003
C  -0.553  -1.260  -2.747
N  0.075  -0.082  -2.094
C  -0.558  1.157  -2.637
C  1.536  -0.050  -2.346
C  1.967  -0.031  -3.659
C  3.316  0.015  -3.972
C  4.223  0.048  -2.926
C  3.805  0.036  -1.608
C  2.441  -0.014  -1.257
N  1.894  -0.032  -0.004
C  2.442  -0.021  1.249
C  3.807  0.010  1.598
C  4.227  0.018  2.916
C  3.321  -0.004  3.963
C  1.972  -0.035  3.651
C  1.539  -0.050  2.339
N  0.077  -0.069  2.089
C  -0.561  -1.238  2.748
C  -0.542  1.179  2.630
H  -0.536  -1.130  -3.830
H  -1.585  -1.329  -2.406
H  -0.010  -2.159  -2.474
H  -0.497  1.138  -3.728
H  -0.052  2.030  -2.238
H  -1.599  1.174  -2.329
H  1.235  -0.048  -4.454
H  3.643  0.029  -5.003
H  5.286  0.089  -3.129
H  4.568  0.073  -0.855
H  4.570  0.033  0.844
H  5.291  0.044  3.117
H  3.649  0.007  4.993
H  1.240  -0.045  4.448
H  -0.542  -1.103  3.830
H  -0.027  -2.143  2.479
H  -1.594  -1.299  2.408
H  -0.496  1.152  3.722
H  -1.579  1.214  2.309
H  -0.009  2.044  2.247
Se  -2.515  -0.035  -0.001
O  -0.079  4.096  1.098
N  -0.012  3.487  0.026
O  -0.351  4.003  -1.043
O  0.473  2.307  0.020
S  -0.467  -4.933  0.004
C  -0.099  -3.357  0.005
N  0.234  -2.233  0.006

Properties
- Spin multiplicity: 1
- Frontier orbital gap (spin up / spin down): 5.40 / 5.41 eV
- Total charge: -1
- Relative energy (zero: lowest compared OMol25 entry of this formula, charge and spin): 131.7 kJ/mol
- Total energy: -4078.15741 a.u.